(1)
Entry from OMol25: a gas-phase ion, C10H19N2 (charge +1) at a distorted geometry (ωB97M-V/def2-TZVPD).

HOMO energy   -13.58 eV

```
! wB97M-V def2-TZVPD RIJCOSX def2/J DEFGRID3
* xyz 1 1
C -0.95 -1.64 1.08
C -0.99 -1.08 -0.31
C 0.76 -0.48 -0.58
N 1.84 -1.17 -0.83
C 3.14 -0.59 -0.56
C 2.93 0.23 0.72
C 1.80 1.30 0.56
N 0.66 0.60 0.12
C -0.62 1.08 0.45
C -1.62 0.27 -0.35
C -3.04 0.28 0.43
C -1.87 0.85 -1.81
H -0.02 -2.22 1.31
H -1.62 -2.40 1.28
H -1.09 -0.90 1.84
H -1.18 -1.81 -1.01
H 1.81 -2.02 -1.34
H 3.37 -0.02 -1.53
H 4.06 -1.36 -0.44
H 3.89 0.77 1.12
H 2.52 -0.56 1.43
H 1.59 2.06 1.35
H 2.17 1.92 -0.31
H -0.56 2.18 0.31
H -0.81 0.88 1.52
H -3.05 0.06 1.52
H -3.79 -0.39 0.07
H -3.40 1.27 0.39
H -2.89 1.13 -2.00
H -1.72 0.04 -2.49
H -1.32 1.67 -1.98
*
```

***

(2)
Entry from OMol25: a molecular structure, C10H19N2O11P2ReSb (ωB97M-V/def2-TZVPD).

HOMO energy (alpha / beta)   -15.77 / -15.65 eV

```
! wB97M-V def2-TZVPD RIJCOSX def2/J DEFGRID3
* xyz 2 2
Re 0.54 -0.09 -0.11
O 1.83 -3.30 4.75
C 0.59 -3.54 4.35
O -0.15 -4.28 4.93
C 0.08 -2.82 3.14
C -1.20 -2.98 2.65
N -1.34 -2.19 1.57
N -0.21 -1.53 1.32
C 0.66 -1.90 2.26
C 2.00 -1.27 2.12
O 2.93 -1.39 2.84
O 2.01 -0.53 0.97
H 2.32 -2.66 4.21
H -2.00 -3.61 3.01
H -2.14 -2.08 0.98
C -0.64 1.61 -4.06
C -0.06 0.23 -3.73
O 0.25 -0.54 -4.87
P 1.52 0.39 -2.87
O 1.94 -1.07 -2.38
O 2.53 0.99 -3.86
O 1.38 1.13 -1.55
P -1.27 -0.76 -2.73
O -0.70 -2.24 -2.75
O -2.64 -0.55 -3.17
O -0.98 -0.38 -1.19
H 0.03 2.13 -4.74
H -0.77 2.21 -3.16
H -1.61 1.48 -4.52
H -0.36 -0.34 -5.59
H 1.93 -1.79 -3.04
H 3.42 1.25 -3.60
H -1.17 -2.84 -3.34
C 1.00 3.50 1.26
Sb -0.41 1.94 1.30
C -2.22 2.64 0.47
C -0.76 1.45 3.33
H 0.60 4.35 1.82
H 1.19 3.80 0.23
H 1.93 3.17 1.72
H -2.66 3.37 1.15
H -2.91 1.81 0.33
H -2.02 3.12 -0.49
H -1.13 2.33 3.85
H 0.17 1.13 3.79
H -1.50 0.66 3.40
*
```

***

(3)
Entry from OMol25: a gas-phase ion, C10H19N2O2S (charge +1) at a distorted geometry (ωB97M-V/def2-TZVPD).

HOMO energy   -13.35 eV

```
! wB97M-V def2-TZVPD RIJCOSX def2/J DEFGRID3
* xyz 1 1
H -1.65 -3.78 -0.44
N -2.19 -2.92 -0.51
C -2.05 -2.18 -1.49
N -2.89 -0.99 -1.52
S -0.90 -2.26 -2.87
C 0.65 -2.36 -1.89
C 1.06 -0.94 -1.46
C 1.80 -0.87 -0.12
C 0.71 -0.51 0.90
C 1.09 0.52 1.99
C 1.63 1.86 1.48
C 0.64 2.69 0.66
C -0.59 3.13 1.45
C -0.44 -0.09 0.03
O -1.58 0.18 0.36
O -0.15 -0.20 -1.26
H -3.85 -1.21 -1.21
H -2.88 -0.53 -2.44
H -2.46 -0.29 -0.73
H 0.47 -3.01 -1.03
H 1.40 -2.81 -2.54
H 1.60 -0.45 -2.28
H 2.57 -0.10 -0.15
H 2.29 -1.82 0.12
H 0.36 -1.40 1.44
H 0.21 0.69 2.60
H 1.85 0.06 2.62
H 2.54 1.71 0.90
H 1.91 2.44 2.37
H 1.16 3.57 0.30
H 0.33 2.13 -0.22
H -1.18 3.82 0.87
H -0.29 3.63 2.37
H -1.22 2.28 1.71
*
```

***

Quick rundown of energy above the lowest of the compared OMol25 structures with the same formula, charge and spin, same order as above: 244.6 77.3 0.0 kJ/mol